Model w:
Molecular formula: C2H9O2
Method: DFT, wB97M-V/def2-TZVPD

Geometry as XYZ:
```
13
Properties=species:S:1:pos:R:3:mulliken_charge:R:1
O -2.428 -0.040 -0.293 -0.65
H -0.910 0.429 0.206 0.46
H -3.080 0.476 -0.928 0.36
H -2.919 -0.862 -0.082 0.32
C 1.256 -0.406 0.520 -0.19
O 0.033 0.451 0.810 -0.36
C 1.688 -0.103 -0.920 -1.00
H 1.988 -0.224 1.232 0.37
H 0.817 -1.330 0.585 0.27
H 0.288 1.305 1.083 0.41
H 2.273 0.753 -0.979 0.37
H 2.172 -0.998 -1.344 0.32
H 0.864 0.216 -1.508 0.33
```

gap between HOMO and LUMO = 13.4 eV
HOMO = -17.099 eV
total charge = +1

Model x:
Molecular formula: C2H9O2
Method: DFT, wB97M-V/def2-TZVPD

Geometry as XYZ:
```
13
Properties=species:S:1:pos:R:3:mulliken_charge:R:1
O 0.785 0.031 -1.993 -0.60
H 0.742 0.449 -0.587 0.47
H 0.393 -0.692 -2.463 0.32
H 1.470 0.313 -2.595 0.32
C -0.728 0.412 0.976 -0.26
O 0.624 0.714 0.385 -0.34
C -0.950 -1.093 1.054 -0.90
H -1.389 0.909 0.276 0.29
H -0.736 0.949 1.914 0.35
H 1.320 0.402 0.967 0.42
H -1.887 -1.461 0.647 0.31
H -1.040 -1.387 2.106 0.33
H -0.082 -1.614 0.667 0.30
```

gap between HOMO and LUMO = 13.5 eV
HOMO = -17.046 eV
total charge = +1

Model y:
Molecular formula: C2H9O2
Method: DFT, wB97M-V/def2-TZVPD

Geometry as XYZ:
```
13
Properties=species:S:1:pos:R:3:mulliken_charge:R:1
O -2.296 -1.333 0.052 -0.51
H -0.398 0.779 -1.087 0.35
H -3.171 -0.944 0.185 0.38
H -2.350 -2.188 -0.401 0.38
C 0.707 0.135 0.561 -0.01
O -0.431 0.054 -0.451 -0.46
C 1.802 0.927 -0.061 -1.12
H 0.183 0.620 1.389 0.28
H 0.925 -0.903 0.768 0.27
H -1.403 -0.571 -0.200 0.45
H 2.412 1.471 0.639 0.32
H 2.463 0.251 -0.597 0.33
H 1.556 1.701 -0.795 0.35
```

gap between HOMO and LUMO = 12.7 eV
HOMO = -16.368 eV
total charge = +1

It is model x that is most stable; the runner-up trails by 1.2 kcal/mol.